# 1
Density functional theory data (the ωB97M-V functional and the def2-TZVPD basis) for a structure of composition C3H9N2O in a non-equilibrium geometry.

The geometry in XYZ format:
```
15
Properties=species:S:1:pos:R:3:forces:R:3:nbo_charge:R:1
C 0.492 -1.158 -0.869 -0.80 -2.23 2.10 -0.65
C 0.365 -0.094 1.438 0.46 -3.55 3.61 -0.73
C -0.228 -0.233 0.092 1.05 3.17 -1.52 0.31
N -1.620 -0.590 -0.008 -2.14 0.73 -0.52 0.17
N -0.009 1.473 -0.577 -1.90 -0.33 0.65 -0.83
O -2.429 0.078 -0.622 2.23 -0.76 1.25 -0.21
H 1.210 -0.746 -1.529 0.72 0.62 -0.29 0.26
H -0.317 -1.617 -1.427 0.32 -0.44 -0.55 0.25
H 0.952 -1.972 -0.188 -0.56 1.16 -1.41 0.27
H 0.385 0.786 2.044 -0.46 1.23 -0.46 0.27
H -0.153 -0.818 2.276 0.91 1.29 -2.45 0.30
H 1.422 -0.476 1.440 -0.95 0.44 -0.24 0.26
H 0.422 2.049 0.210 -0.91 -0.79 -1.58 0.45
H 0.537 1.547 -1.449 -0.12 -0.16 0.63 0.44
H -1.029 1.771 -0.831 2.15 -0.38 0.79 0.45
```
Positions in Å, forces in eV/Å.

Properties
- gap between HOMO and LUMO (eV) = 9.39
- total charge = +1
- molar mass (g mol⁻¹) = 89.12
- E_LUMO (eV) = -5.26
- ΔE to the lowest compared entry with this formula, charge and spin (kcal/mol) = 115.1

***

# 2
Density functional theory data (the ωB97M-V functional and the def2-TZVPD basis) for a structure of composition C6H8S in a non-equilibrium geometry.

The geometry in XYZ format:
```
15
Properties=species:S:1:pos:R:3:forces:R:3:nbo_charge:R:1
C 1.448 -0.352 -0.218 1.58 -3.03 1.99 -0.06
C 0.614 0.478 -0.794 -1.87 0.69 1.61 -0.26
C 0.786 -1.012 0.992 1.99 1.75 0.28 -0.49
C -0.438 -0.200 1.124 -1.29 -0.32 -1.45 -0.20
C -0.654 0.604 0.046 2.67 -1.85 0.85 0.00
C -1.882 1.234 -0.419 -1.13 1.03 1.69 -0.65
S 3.231 -1.326 -0.532 -2.31 1.78 -0.60 -0.21
H 2.041 -0.993 -1.324 1.04 -0.92 -0.38 0.26
H 0.721 0.987 -1.672 0.48 1.31 -2.23 0.22
H 0.567 -2.067 0.782 0.27 0.25 0.36 0.26
H 1.509 -0.829 1.853 -0.93 -0.86 -0.81 0.25
H -1.204 -0.631 1.724 -0.70 0.47 0.82 0.20
H -1.721 1.777 -1.312 0.01 0.88 -0.76 0.22
H -2.411 1.844 0.374 0.90 -0.25 -0.89 0.23
H -2.607 0.487 -0.621 -0.71 -0.95 -0.48 0.23
```
Positions in Å, forces in eV/Å.

Properties
- gap between HOMO and LUMO (eV) = 9.02
- total charge = 0
- molar mass (g mol⁻¹) = 112.20
- E_LUMO (eV) = 0.61
- ΔE to the lowest compared entry with this formula, charge and spin (kcal/mol) = 76.0

***

Q: Among the records above, which one has the lowest ΔE to the lowest compared entry with this formula, charge and spin?
A: C6H8S